Computed, not measured: 6 unconnected molecules or ions with the total composition C38H92BF3N5O11, with ωB97M-V/def2-TZVPD.

Cartesian coordinates (Å):
1 C -0.50195 -2.20479 2.29203
2 C 0.36882 -3.35492 2.83244
3 C 0.53971 -4.46967 1.77728
4 C 1.71940 -2.86746 3.41101
5 B 2.71023 -1.79867 2.61728
6 C 2.26759 -0.19998 2.84267
7 C 1.98104 0.73303 1.63556
8 C 0.54524 1.27551 1.53876
9 O -0.19084 0.74663 0.42092
10 C 2.93186 -2.16309 1.05592
11 F 3.35118 -3.44778 0.82380
12 F 3.89157 -1.40284 0.43798
13 F 1.84711 -2.04478 0.19643
14 H -0.41996 -2.13588 1.20149
15 H -1.56983 -2.31995 2.50265
16 H -0.18678 -1.25088 2.71885
17 H -0.19817 -3.81492 3.65583
18 H 1.48231 -5.00471 1.92209
19 H -0.27271 -5.20471 1.84706
20 H 0.53679 -4.07564 0.75832
21 H 1.50377 -2.39329 4.38279
22 H 2.29276 -3.77467 3.65464
23 H 3.83915 -1.96523 3.07664
24 H 3.03698 0.27798 3.46121
25 H 1.37017 -0.18923 3.47837
26 H 2.67100 1.58619 1.66029
27 H 2.18233 0.24140 0.68134
28 H 0.53283 2.36048 1.38622
29 H -0.01519 1.04419 2.45230
30 H 0.00228 -0.20544 0.39467
31 C -2.37378 6.86419 2.89856
32 O -2.92388 6.42600 4.11980
33 C -4.29655 6.05235 4.06310
34 C -4.47833 4.55616 4.18166
35 N -3.98249 3.86448 3.00565
36 C -3.95633 2.40972 3.09336
37 C -3.12238 1.76096 4.19295
38 O -1.72889 1.89156 4.01628
39 C -1.16082 3.12119 4.40562
40 H -1.40433 7.30714 3.12211
41 H -2.22452 6.04988 2.18064
42 H -3.00850 7.62227 2.42599
43 H -4.75422 6.42552 3.14237
44 H -4.79865 6.53828 4.90326
45 H -5.55095 4.35302 4.28075
46 H -3.99785 4.23260 5.11645
47 H -3.05622 4.20159 2.78018
48 H -3.59137 2.03066 2.13704
49 H -4.98916 2.05670 3.20306
50 H -3.32409 0.68679 4.16407
51 H -3.40989 2.11553 5.19267
52 H -1.66228 3.53414 5.28773
53 H -1.18650 3.86899 3.60573
54 H -0.11605 2.92721 4.64776
55 C -5.83271 12.35018 6.69236
56 O -7.10794 12.21832 6.10357
57 C -7.27361 12.88626 4.86096
58 C -7.38656 11.90981 3.71164
59 N -6.13080 11.21890 3.47993
60 C -6.18110 10.13008 2.51402
61 C -7.11558 8.95653 2.78294
62 O -6.72728 8.13828 3.86796
63 C -7.10202 8.59571 5.15002
64 H -5.91002 11.97453 7.71110
65 H -5.06096 11.77613 6.16709
66 H -5.51606 13.39769 6.72536
67 H -6.44232 13.57857 4.69146
68 H -8.19765 13.46765 4.92024
69 H -7.65009 12.47202 2.80902
70 H -8.22620 11.23461 3.92996
71 H -5.76797 10.87427 4.35871
72 H -5.16927 9.72903 2.41775
73 H -6.44806 10.55159 1.53815
74 H -7.08534 8.31193 1.90121
75 H -8.15749 9.27770 2.91189
76 H -8.07549 9.09599 5.12905
77 H -6.36790 9.28175 5.58398
78 H -7.17074 7.72161 5.79741
79 C 4.62689 -3.01101 -2.09971
80 O 5.17492 -4.00806 -2.95156
81 C 6.28173 -3.60570 -3.73308
82 C 7.56140 -4.23744 -3.23220
83 N 7.96480 -3.69676 -1.94603
84 C 9.02864 -4.42665 -1.27394
85 C 8.77647 -5.87860 -0.87784
86 O 7.87759 -6.04889 0.19554
87 C 6.50051 -5.95128 -0.12721
88 H 3.69178 -3.39877 -1.70668
89 H 5.27330 -2.77578 -1.25058
90 H 4.42978 -2.08643 -2.65076
91 H 6.36845 -2.51400 -3.75709
92 H 6.10543 -3.95588 -4.75626
93 H 8.36106 -4.04950 -3.95897
94 H 7.38878 -5.32438 -3.21044
95 H 7.16229 -3.62356 -1.33498
96 H 9.28774 -3.88183 -0.36272
97 H 9.91405 -4.40452 -1.92146
98 H 9.72748 -6.29226 -0.53069
99 H 8.45575 -6.48223 -1.73819
100 H 6.29667 -6.35730 -1.12341
101 H 6.12817 -4.92506 -0.08401
102 H 5.95531 -6.53388 0.61377
103 C 4.22843 -8.23228 -10.23581
104 O 3.97590 -8.14620 -8.85271
105 C 4.59996 -9.14598 -8.05863
106 C 5.70650 -8.57250 -7.20284
107 N 6.82570 -8.12474 -8.01529
108 C 7.86671 -7.40033 -7.29769
109 C 7.49185 -6.11917 -6.56426
110 O 7.16019 -5.02929 -7.40159
111 C 5.82542 -5.00656 -7.86519
112 H 3.53901 -7.55010 -10.73057
113 H 5.25298 -7.94435 -10.49994
114 H 4.05203 -9.24580 -10.61165
115 H 4.98887 -9.94453 -8.69958
116 H 3.83527 -9.57193 -7.40415
117 H 6.05579 -9.35854 -6.52472
118 H 5.27124 -7.77859 -6.58092
119 H 6.47908 -7.55231 -8.77378
120 H 8.65035 -7.15120 -8.01761
121 H 8.31362 -8.08271 -6.56587
122 H 8.37494 -5.80088 -6.00399
123 H 6.69412 -6.28044 -5.82755
124 H 5.13094 -5.37404 -7.10320
125 H 5.68557 -5.59772 -8.77612
126 H 5.57911 -3.96939 -8.09004
127 C -3.32403 0.33455 -2.95063
128 O -4.51720 0.60921 -2.24723
129 C -5.63642 -0.18681 -2.59804
130 C -5.98472 -1.17224 -1.50368
131 N -4.97743 -2.21110 -1.38886
132 C -5.09966 -3.08096 -0.22641
133 C -5.01079 -2.45058 1.15965
134 O -3.73175 -1.95975 1.48598
135 C -3.39940 -0.67973 0.98262
136 H -2.62616 1.13712 -2.72149
137 H -2.86441 -0.61402 -2.65338
138 H -3.49885 0.30916 -4.03178
139 H -5.45026 -0.71458 -3.54006
140 H -6.48421 0.48890 -2.74492
141 H -6.94381 -1.64176 -1.75221
142 H -6.13401 -0.59678 -0.57904
143 H -4.05737 -1.79186 -1.39159
144 H -4.30717 -3.82997 -0.29221
145 H -6.05333 -3.61810 -0.29769
146 H -5.22477 -3.23800 1.88740
147 H -5.76539 -1.66398 1.30275
148 H -4.27090 -0.01527 0.97583
149 H -2.97869 -0.71965 -0.02601
150 H -2.62933 -0.26738 1.63379

Computed properties:
Spin multiplicity: 1
Net charge: -1
Orbital gap (Eh): 0.268

Results of the Löwdin charge analysis, in e, for atoms 1 through 99:
1. C -0.062
2. C -0.414
3. C -0.088
4. C -0.149
5. B -0.469
6. C -0.147
7. C -0.194
8. C -0.255
9. O -0.105
10. C -0.507
11. F 0.050
12. F 0.054
13. F 0.039
14. H 0.066
15. H 0.061
16. H 0.060
17. H 0.111
18. H 0.066
19. H 0.063
20. H 0.060
21. H 0.088
22. H 0.079
23. H 0.095
24. H 0.073
25. H 0.063
26. H 0.098
27. H 0.085
28. H 0.105
29. H 0.079
30. H 0.052
31. C -0.116
32. O -0.187
33. C -0.218
34. C -0.218
35. N -0.046
36. C -0.198
37. C -0.219
38. O -0.191
39. C -0.100
40. H 0.088
41. H 0.080
42. H 0.079
43. H 0.114
44. H 0.111
45. H 0.124
46. H 0.105
47. H 0.071
48. H 0.109
49. H 0.118
50. H 0.122
51. H 0.111
52. H 0.086
53. H 0.074
54. H 0.092
55. C -0.117
56. O -0.193
57. C -0.219
58. C -0.222
59. N -0.050
60. C -0.197
61. C -0.221
62. O -0.198
63. C -0.099
64. H 0.088
65. H 0.080
66. H 0.087
67. H 0.121
68. H 0.120
69. H 0.124
70. H 0.105
71. H 0.073
72. H 0.116
73. H 0.118
74. H 0.123
75. H 0.111
76. H 0.088
77. H 0.076
78. H 0.088
79. C -0.100
80. O -0.189
81. C -0.222
82. C -0.229
83. N -0.046
84. C -0.205
85. C -0.238
86. O -0.182
87. C -0.088
88. H 0.083
89. H 0.070
90. H 0.093
91. H 0.125
92. H 0.107
93. H 0.118
94. H 0.100
95. H 0.074
96. H 0.120
97. H 0.113
98. H 0.117
99. H 0.107